No. 1
{
  "formula": "C39H53BrF4GeN2O6PSiTi",
  "method": "ωB97M-V with the def2-TZVPD basis set",
  "homo_lumo_gap_ev": [7.0, 8.5],
  "total_charge": -1,
  "e_lumo_ev": [2.41, 2.41],
  "e_above_lowest_kcal_mol": 21.1,
  "s_squared": 2.0065,
  "multiplicity": 3,
  "symbols": ["Ti", "F", "C", "C", "F", "C", "F", "C", "P", "C", "C", "C", "C", "C", "C", "C", "C", "C", "C", "C", "C", "C", "Br", "C", "F", "H", "H", "H", "H", "H", "H", "H", "H", "H", "H", "C", "N", "C", "C", "C", "O", "N", "C", "O", "H", "H", "H", "H", "H", "C", "C", "C", "C", "O", "Si", "O", "O", "C", "C", "C", "C", "O", "C", "C", "C", "C", "H", "H", "H", "H", "H", "H", "H", "H", "H", "H", "H", "H", "H", "H", "H", "H", "H", "H", "H", "H", "H", "H", "H", "H", "H", "H", "H", "C", "Ge", "C", "C", "C", "H", "H", "H", "H", "H", "H", "H", "H", "H", "H", "H"],
  "positions_angstrom": [[0.526237, 1.265421, 1.066034], [4.372484, 0.342754, 5.140410], [4.059783, 0.526052, 3.844546], [5.081258, 0.798372, 2.951293], [6.353921, 0.864089, 3.379619], [4.762910, 0.997322, 1.622589], [5.787230, 1.277431, 0.784231], [3.448490, 0.921158, 1.194146], [2.856703, 1.194681, -0.512608], [3.618589, -0.145806, -1.488077], [4.972012, -0.192518, -1.827309], [5.472336, -1.254228, -2.561286], [4.625788, -2.275566, -2.977767], [3.279300, -2.230907, -2.659199], [2.776454, -1.166086, -1.917762], [3.709795, 2.701464, -1.093601], [3.912386, 2.902317, -2.456995], [4.459068, 4.087663, -2.927325], [4.806817, 5.093147, -2.036761], [4.604368, 4.902986, -0.676720], [4.058322, 3.718006, -0.205923], [2.387857, 0.659557, 2.086329], [-1.128111, 1.702243, 2.875285], [2.746171, 0.471787, 3.404245], [1.830756, 0.216879, 4.368281], [5.632164, 0.605582, -1.518841], [6.525073, -1.284398, -2.812197], [5.019982, -3.103163, -3.554260], [2.613357, -3.017437, -2.985832], [1.724771, -1.129500, -1.655598], [3.642334, 2.123631, -3.161572], [4.610664, 4.222971, -3.990761], [5.234919, 6.018437, -2.401032], [4.873411, 5.680011, 0.027595], [3.894029, 3.581554, 0.854593], [-2.019199, 5.883666, -1.781571], [-1.062627, 5.168178, -0.951168], [-0.242512, 5.856173, -0.113204], [0.655798, 5.253326, 0.682284], [0.667006, 3.811994, 0.617941], [1.436710, 3.106125, 1.347337], [-0.135609, 3.131054, -0.194758], [-1.007505, 3.754455, -1.049460], [-1.685783, 3.185150, -1.879270], [-1.511491, 6.667929, -2.344014], [-2.804014, 6.322133, -1.162789], [-2.462205, 5.169881, -2.467927], [-0.360040, 6.934114, -0.134615], [1.310304, 5.784216, 1.351289], [-1.693957, -4.564297, -1.294431], [-1.394162, -3.196271, -1.896861], [-2.446190, -2.827940, -2.934936], [-0.006955, -3.187893, -2.518379], [-1.472386, -2.184658, -0.899556], [-0.724667, -1.843779, 0.519418], [0.020751, -0.419286, 0.435120], [0.292497, -3.100658, 0.781482], [1.239994, -3.339126, 1.834745], [2.607577, -2.887598, 1.347984], [1.215134, -4.841202, 2.071244], [0.845112, -2.594408, 3.101449], [-1.842453, -1.718990, 1.695586], [-3.066756, -2.335222, 2.059661], [-4.127571, -2.057739, 1.000152], [-3.466668, -1.670891, 3.369907], [-2.866133, -3.834246, 2.248526], [-1.644591, -5.333432, -2.069111], [-2.694991, -4.581218, -0.863038], [-0.971817, -4.809513, -0.516130], [-2.438662, -3.536689, -3.765613], [-2.253928, -1.828071, -3.324262], [-3.439522, -2.830975, -2.483842], [0.064139, -3.942579, -3.305648], [0.744145, -3.404642, -1.759038], [0.203918, -2.211136, -2.955979], [2.889554, -3.434069, 0.446205], [3.363817, -3.061541, 2.117267], [2.603626, -1.822673, 1.119897], [1.519484, -5.372926, 1.168325], [0.207049, -5.159862, 2.339869], [1.891839, -5.116518, 2.882295], [0.709718, -1.527643, 2.927239], [1.632539, -2.701973, 3.850783], [-0.084373, -2.987138, 3.515600], [-4.214571, -0.982325, 0.844795], [-5.095213, -2.449034, 1.323786], [-3.870865, -2.508516, 0.043028], [-3.607944, -0.601343, 3.215464], [-2.671450, -1.793022, 4.105619], [-4.388861, -2.103885, 3.764755], [-2.413080, -4.280060, 1.363169], [-3.824567, -4.327202, 2.428640], [-2.214576, -4.035329, 3.100809], [-5.764857, 0.017116, -1.793913], [-4.909945, 1.340234, -0.643365], [-5.163682, 3.109253, -1.428705], [-5.810888, 1.369959, 1.085286], [-3.044685, 0.946761, -0.457365], [-6.834698, -0.038239, -1.587807], [-5.327655, -0.967101, -1.624023], [-5.625623, 0.275871, -2.844000], [-6.212222, 3.261341, -1.691772], [-4.541868, 3.216823, -2.316145], [-4.868371, 3.878131, -0.713732], [-6.840779, 1.709151, 0.959363], [-5.295595, 2.056303, 1.757737], [-5.824817, 0.385969, 1.553080], [-2.437493, 1.498859, 0.245995], [-2.541244, 0.182789, -1.034433]],
  "atomic_forces_ev_per_a": [[0.03, -0.68, -0.45], [-0.05, 0.01, -0.15], [0.06, -0.01, 0.16], [-0.06, -0.02, -0.01], [-0.07, 0.00, -0.03], [0.16, -0.06, 0.04], [-0.11, -0.03, -0.04], [0.06, -0.01, -0.07], [0.02, 0.12, 0.41], [-0.01, 0.06, -0.15], [-0.01, 0.01, 0.01], [-0.02, -0.01, -0.01], [0.04, 0.00, -0.01], [-0.02, 0.09, 0.06], [-0.01, -0.12, 0.00], [0.04, -0.04, 0.00], [-0.03, -0.01, -0.07], [-0.01, -0.02, 0.03], [0.00, -0.02, 0.00], [-0.01, -0.01, 0.00], [0.01, -0.01, -0.03], [0.23, 0.27, 0.18], [-0.24, 0.04, 0.22], [0.03, -0.19, 0.16], [0.02, 0.08, -0.17], [0.02, 0.03, 0.03], [0.01, 0.00, -0.01], [0.00, -0.01, -0.01], [0.01, -0.02, -0.01], [0.02, 0.03, 0.02], [0.00, 0.00, 0.01], [0.00, 0.01, -0.01], [0.00, 0.01, 0.00], [0.01, 0.02, 0.00], [-0.02, 0.00, 0.02], [0.06, 0.01, 0.08], [-0.02, -0.12, -0.01], [-0.03, 0.22, -0.03], [-0.12, -0.40, -0.15], [0.22, 0.43, 0.18], [0.17, 0.43, -0.01], [-0.41, 0.01, -0.18], [0.43, -0.02, 0.16], [-0.16, -0.07, -0.07], [-0.03, 0.02, -0.01], [-0.01, 0.03, -0.04], [0.01, 0.00, 0.01], [-0.02, -0.04, -0.01], [0.02, 0.03, 0.02], [-0.01, -0.10, -0.07], [0.03, 0.12, 0.15], [-0.03, -0.03, -0.05], [0.04, -0.05, -0.10], [-0.10, -0.03, -0.03], [-0.28, 0.26, -0.02], [0.01, -0.14, -0.08], [0.12, -0.14, -0.04], [-0.20, 0.14, -0.10], [0.11, 0.00, 0.01], [0.06, -0.07, 0.06], [0.05, -0.01, 0.17], [0.09, 0.03, -0.04], [0.07, 0.11, -0.04], [-0.07, -0.03, 0.00], [-0.06, -0.02, 0.08], [-0.03, -0.10, 0.05], [-0.01, 0.00, -0.01], [-0.05, 0.03, 0.00], [0.03, 0.04, 0.00], [0.00, -0.02, -0.01], [0.02, 0.02, 0.01], [-0.01, 0.00, 0.02], [0.00, 0.00, -0.01], [-0.01, -0.01, 0.06], [-0.03, 0.01, 0.00], [0.00, -0.02, -0.03], [0.01, -0.03, -0.01], [-0.07, 0.04, 0.00], [0.00, 0.00, -0.03], [-0.03, 0.01, 0.00], [0.03, 0.00, 0.00], [0.01, 0.02, -0.07], [-0.01, -0.02, 0.02], [-0.01, 0.00, -0.03], [0.07, -0.06, 0.04], [-0.02, 0.00, 0.01], [0.08, -0.07, -0.04], [0.02, 0.02, -0.03], [0.02, -0.03, 0.01], [-0.02, -0.02, -0.01], [-0.01, 0.02, -0.02], [0.00, 0.00, 0.02], [0.04, 0.04, 0.00], [-0.07, -0.14, -0.11], [0.31, 0.01, -0.04], [-0.05, 0.17, -0.07], [-0.10, 0.00, 0.19], [-0.20, -0.02, 0.04], [-0.02, -0.01, -0.03], [-0.02, -0.03, 0.01], [0.00, -0.01, -0.02], [-0.01, 0.04, -0.02], [0.00, 0.00, -0.03], [0.01, 0.02, 0.01], [-0.02, 0.02, 0.02], [0.00, 0.01, 0.03], [-0.01, 0.01, 0.00], [0.05, -0.03, 0.06], [0.04, 0.00, -0.02]],
  "lowdin_charge": [0.582, 0.098, -0.135, -0.144, 0.095, -0.212, 0.070, -0.335, 1.132, -0.342, -0.087, -0.085, -0.091, -0.082, -0.091, -0.345, -0.097, -0.093, -0.101, -0.082, -0.089, -0.156, 0.085, -0.238, 0.050, 0.100, 0.099, 0.097, 0.085, 0.083, 0.106, 0.097, 0.094, 0.100, 0.105, -0.028, -0.050, -0.065, 0.025, -0.530, -0.189, 0.126, -0.480, 0.042, 0.087, 0.091, 0.078, 0.127, 0.111, -0.029, -0.638, -0.027, -0.043, -0.094, 0.019, -0.354, -0.103, -0.621, -0.013, -0.030, -0.019, -0.098, -0.627, -0.027, -0.027, -0.019, 0.086, 0.078, 0.075, 0.084, 0.090, 0.075, 0.091, 0.073, 0.091, 0.084, 0.092, 0.065, 0.083, 0.078, 0.086, 0.066, 0.096, 0.080, 0.039, 0.093, 0.069, 0.072, 0.087, 0.084, 0.062, 0.087, 0.079, -0.219, 0.718, -0.231, -0.223, -0.084, 0.013, -0.003, 0.014, 0.011, 0.007, 0.013, 0.013, 0.022, 0.000, -0.058, -0.003]
}

***

No. 2
{
  "formula": "C4H6N2O",
  "method": "ωB97M-V with the def2-TZVPD basis set",
  "homo_lumo_gap_ev": 8.7,
  "e_lumo_ev": 0.71,
  "e_above_lowest_kcal_mol": 14.9,
  "smiles": "Cc1ncc(O)[nH]1",
  "multiplicity": 1,
  "symbols": ["C", "C", "N", "C", "C", "O", "N", "H", "H", "H", "H", "H", "H"],
  "positions_angstrom": [[-0.402386, -1.620120, -1.425733], [-0.234847, -0.380117, -0.600109], [-1.221534, 0.432262, -0.340064], [-0.786440, 1.285892, 0.649413], [0.500305, 0.980550, 0.972885], [1.388118, 1.456737, 1.877616], [0.868150, -0.062368, 0.162791], [-0.870113, -1.390582, -2.387262], [-1.093803, -2.278816, -0.888415], [0.531144, -2.164353, -1.595644], [-1.446369, 2.023189, 1.084025], [0.990719, 2.222973, 2.309658], [1.777055, -0.505247, 0.180837]],
  "atomic_forces_ev_per_a": [[0.07, 0.02, 0.03], [-0.27, -0.01, -0.03], [0.04, -0.25, 0.00], [0.03, 0.15, 0.11], [-0.26, -0.02, -0.19], [0.06, 0.15, 0.03], [0.09, -0.15, 0.17], [0.17, 0.05, 0.14], [0.17, -0.01, -0.12], [-0.09, 0.16, 0.01], [0.18, 0.01, -0.05], [0.11, -0.11, -0.05], [-0.31, 0.03, -0.06]],
  "nbo_charge": [-0.650, 0.335, -0.453, -0.205, 0.392, -0.667, -0.551, 0.238, 0.232, 0.212, 0.205, 0.493, 0.421]
}